Record 1
Computed, not measured: the molecule C20H19NO6, with ωB97M-V/def2-TZVPD.

Results
- SMILES: O=C(O)C/C=C(\NC(=O)OCc1ccccc1)C(=O)OCc1ccccc1
- Relative energy (zero: lowest compared OMol25 entry of this formula, charge and spin): 6.8 kcal/mol
- Spin multiplicity: 1
- Frontier orbital gap: 9.749 eV

XYZ file:
```
46
C20H19NO6, DFT ωB97M-V/def2-TZVPD
O 2.653 2.132 2.073
C 1.875 1.493 2.720
O 1.939 0.161 2.835
H 2.651 -0.210 2.284
C 0.687 2.062 3.479
C -0.475 2.103 2.524
C -1.117 1.021 2.077
N -0.835 -0.282 2.485
C -0.750 -1.291 1.569
O -1.035 -1.191 0.405
O -0.268 -2.403 2.154
C 0.194 -3.403 1.238
C 1.437 -2.897 0.552
C 1.435 -2.577 -0.798
C 2.556 -2.011 -1.381
C 3.684 -1.755 -0.620
C 3.691 -2.071 0.729
C 2.572 -2.640 1.313
H 2.568 -2.883 2.366
H 4.572 -1.877 1.325
H 4.554 -1.306 -1.073
H 2.547 -1.760 -2.430
H 0.548 -2.756 -1.386
H -0.592 -3.626 0.511
H 0.396 -4.278 1.858
H -0.350 -0.428 3.359
C -2.255 1.111 1.099
O -3.285 0.505 1.226
O -1.977 1.976 0.130
C -2.930 2.123 -0.927
C -2.313 1.750 -2.249
C -2.502 2.554 -3.364
C -1.949 2.200 -4.583
C -1.194 1.046 -4.693
C -0.999 0.244 -3.580
C -1.558 0.589 -2.363
H -1.408 -0.040 -1.500
H -0.410 -0.658 -3.661
H -0.758 0.773 -5.643
H -2.105 2.830 -5.447
H -3.087 3.459 -3.281
H -3.254 3.168 -0.929
H -3.791 1.477 -0.707
H -0.770 3.068 2.149
H 0.476 1.427 4.341
H 0.933 3.069 3.812
```

---

Record 2
Computed, not measured: a cluster of 2 separate species, C20H20BCl3N2O2 in total, with ωB97M-V/def2-TZVPD.

Results
- Spin multiplicity: 1
- Frontier orbital gap: 5.196 eV

XYZ file:
```
48
C20H20BCl3N2O2, DFT ωB97M-V/def2-TZVPD
Cl 2.597 0.886 1.342
B 1.806 -0.733 0.911
Cl 2.397 -1.498 -0.671
Cl 2.168 -1.969 2.340
O 0.324 -0.491 0.832
C -0.565 -1.396 1.135
C -1.960 -1.163 0.879
C -2.758 -2.288 0.568
C -4.094 -2.133 0.227
C -4.667 -0.852 0.206
C -3.887 0.267 0.537
C -2.542 0.134 0.878
H -0.235 -2.411 1.395
H -2.266 -3.263 0.544
H -4.691 -3.006 -0.053
H -5.723 -0.731 -0.047
H -4.336 1.262 0.504
H -1.913 1.003 1.075
H -0.316 -0.243 3.061
C 0.051 0.250 4.024
H 1.082 -0.130 4.172
C 0.137 1.726 3.895
C -0.706 2.556 4.565
N -1.627 2.084 5.459
C -2.721 2.969 5.919
C -3.917 2.747 5.041
C -4.877 1.803 5.410
C -5.903 1.468 4.525
C -5.972 2.082 3.267
C -5.023 3.053 2.912
C -4.001 3.390 3.804
C -1.699 0.743 5.730
C -0.866 -0.157 5.129
C -0.965 -1.590 5.519
N -0.130 -2.457 4.887
O -1.768 -1.946 6.379
H 0.897 2.122 3.217
H -0.706 3.639 4.433
H -2.957 2.709 6.953
H -2.369 4.003 5.855
H -4.787 1.326 6.390
H -6.650 0.730 4.825
H -6.775 1.822 2.572
H -5.081 3.554 1.944
H -3.242 4.133 3.545
H -2.467 0.470 6.460
H 0.527 -2.234 4.148
H -0.201 -3.424 5.146
```

---

Record 3
Computed, not measured: a structure of composition C20H20BrHgN2O6S, with ωB97M-V/def2-TZVPD.

Results
- Relative energy (zero: lowest compared OMol25 entry of this formula, charge and spin): 46.5 kcal/mol
- ⟨S²⟩: 0.77
- Spin multiplicity: 2
- Charge: -2
- Frontier orbital gap (alpha / beta): 4.182 / 4.125 eV

XYZ file:
```
51
C20H20BrHgN2O6S, DFT ωB97M-V/def2-TZVPD
Hg -2.052 -0.709 0.824
Br -2.033 -0.298 4.320
C -0.262 -0.980 4.560
C 0.056 -1.440 5.809
C 1.360 -1.893 6.077
C 2.310 -1.856 5.096
C 1.998 -1.382 3.801
C 2.991 -1.303 2.800
C 2.676 -0.822 1.558
C 1.354 -0.450 1.253
C 0.339 -0.508 2.179
C 0.667 -0.952 3.487
H -0.695 -1.448 6.586
H 1.606 -2.251 7.070
H 3.323 -2.185 5.302
H 3.999 -1.622 3.044
H 3.445 -0.735 0.796
H 1.146 -0.094 0.248
O -7.895 1.544 -1.693
C -6.863 1.623 -1.032
C -5.528 2.076 -1.507
O -5.304 2.847 -2.444
C -4.548 1.499 -0.579
C -5.254 0.958 0.576
O -4.702 0.359 1.522
C -6.694 1.226 0.394
O -7.575 1.195 1.253
O -3.301 1.450 -0.722
C 2.084 2.948 -3.173
C 2.047 1.493 -3.623
N 0.795 0.847 -3.296
C 0.663 -0.359 -2.706
S -0.812 -1.005 -2.368
N 1.873 -1.041 -2.443
C 2.363 -1.808 -3.589
C 3.735 -2.398 -3.303
H 3.057 3.377 -3.419
H 1.928 3.013 -2.097
H 1.311 3.533 -3.673
H 2.835 0.927 -3.129
H 2.217 1.444 -4.707
H -0.069 1.349 -3.443
H 1.697 -1.671 -1.668
H 2.423 -1.130 -4.443
H 1.659 -2.609 -3.853
H 4.476 -1.609 -3.174
H 4.042 -3.041 -4.130
H 3.712 -2.997 -2.392
O -1.890 2.545 1.400
H -2.347 2.035 2.077
H -2.364 2.311 0.575
```

---

Record 4
Computed, not measured: a structure of composition C20H20Cl24FIO7P2, with ωB97M-V/def2-TZVPD.

Results
- Spin multiplicity: 1
- Frontier orbital gap: 6.820 eV

XYZ file:
```
75
C20H20Cl24FIO7P2, DFT ωB97M-V/def2-TZVPD
O -0.358 -4.134 1.225
C -1.332 -3.211 1.327
F -2.441 -3.508 2.301
C -1.256 -1.821 0.465
C -1.642 -0.458 1.357
C -0.670 -0.544 2.715
C 0.907 -0.829 2.378
O 1.451 -1.986 2.848
C 1.894 0.145 1.470
C 2.373 -0.383 -0.028
C 3.307 0.574 -0.978
C 3.740 2.079 -0.389
C 3.269 2.573 1.118
C 2.319 1.622 2.109
O -3.007 -0.598 1.840
C -4.028 -0.002 0.987
O -4.663 1.099 1.480
I -4.726 -0.692 -0.970
P -1.256 1.026 0.235
P -1.365 2.954 1.325
O -0.606 2.939 2.711
O -2.976 3.617 1.397
O -0.444 4.083 0.305
H -0.171 -1.733 -0.025
H -1.987 -1.964 -0.463
H -0.717 0.427 3.369
H -1.024 -1.425 3.441
H 2.046 -1.426 -0.477
H 3.638 0.208 -2.043
H 4.385 2.779 -1.085
H 3.578 3.636 1.509
H 1.968 1.989 3.177
H -2.279 1.199 -0.807
H -2.909 4.364 2.088
H -0.896 4.160 -0.598
C 5.257 -1.655 -4.435
Cl 6.812 -0.851 -4.707
Cl 5.277 -2.547 -2.905
Cl 3.935 -0.474 -4.449
H 5.091 -2.367 -5.247
C 7.030 3.253 0.984
Cl 7.423 4.251 -0.426
Cl 5.815 2.034 0.565
Cl 8.490 2.480 1.625
H 6.615 3.901 1.760
C 0.813 -1.396 -7.373
Cl 2.064 -2.290 -6.494
Cl -0.674 -2.353 -7.485
Cl 0.493 0.160 -6.588
H 1.175 -1.203 -8.386
C -8.128 -0.304 1.924
Cl -8.176 -1.462 3.264
Cl -8.110 -1.153 0.369
Cl -9.506 0.807 2.011
H -7.208 0.281 2.007
C 2.307 -5.058 -2.948
Cl 0.660 -4.960 -3.594
Cl 3.496 -4.969 -4.258
Cl 2.588 -3.769 -1.764
H 2.422 -6.020 -2.443
C 3.833 6.765 1.291
Cl 5.084 5.871 2.170
Cl 2.346 5.808 1.178
Cl 3.513 8.321 2.075
H 4.196 6.958 0.278
C 3.718 -6.558 1.020
Cl 5.262 -6.862 1.833
Cl 3.102 -4.949 1.435
Cl 3.896 -6.721 -0.736
H 2.995 -7.302 1.363
C -13.623 1.439 2.268
Cl -12.068 2.243 1.996
Cl -13.603 0.546 3.798
Cl -14.945 2.619 2.254
H -13.789 0.726 1.456
```

---

- Number 3 is which compound?
  C20H20BrHgN2O6S